[1]
This record from the OMol25 dataset describes the molecule C10H20N6O4 at a distorted geometry. The level of theory is the ωB97M-V functional and the def2-TZVPD basis.

The geometry in XYZ format:
```
40
Properties=species:S:1:pos:R:3:forces:R:3
C -0.120644 2.031444 -0.758586 -0.1 -1.5 -0.6
H -0.020357 3.026660 2.395726 0.4 0.2 -0.7
C 0.228792 1.043547 2.787825 -0.3 0.1 -0.3
N 1.647612 -0.813324 1.990541 -1.4 -0.6 -1.6
H -1.791137 1.066804 -2.366712 -0.4 0.6 -0.1
H 1.777258 3.995939 -0.262946 0.1 -0.6 0.1
H 2.251162 -1.823725 -1.003109 -0.1 -0.2 0.1
H 4.132476 -1.840102 0.731139 -1.4 0.2 0.4
H -0.508990 -0.602823 1.499044 1.5 0.3 0.7
H 0.284289 0.053680 -0.540671 0.1 -0.4 -0.1
H 0.261113 4.206487 0.053776 0.3 -0.4 0.6
H -3.707394 -1.070865 -2.030180 0.6 -0.3 0.1
H -1.646929 -0.815972 -3.785507 0.2 0.6 0.1
H -0.113233 -1.032553 3.136104 0.2 -0.6 0.5
C -2.590215 -0.094894 -0.751404 0.2 1.9 0.0
N 1.589308 -1.373622 -0.385751 -1.0 0.4 2.0
C -1.539382 -2.267861 -2.374462 0.4 1.5 0.1
H -0.537676 1.132220 3.551750 -0.3 0.0 0.1
H -0.028826 -1.019882 -3.012339 -0.1 0.9 -0.1
C -0.072998 2.133541 1.759160 -0.7 0.0 0.2
C 0.259256 -0.427752 2.331646 -0.1 1.2 -0.8
H -0.019618 -2.370658 -0.952067 -1.0 -1.4 -0.9
C -1.441808 0.234620 -1.785354 0.6 -1.1 -0.2
N 3.217026 -2.190067 1.101496 2.2 -1.2 -0.3
O -2.604236 -2.614802 -2.824043 -1.1 -2.0 -0.3
O -2.632766 0.509107 0.297105 0.5 -0.8 -0.2
H 3.138221 -3.115451 0.653645 -0.2 0.6 0.4
C 2.033036 -1.437092 0.845739 1.5 0.2 -1.2
O -3.612227 -0.853520 -1.088577 -0.9 -0.2 -0.2
H 1.771426 1.747981 0.562331 -1.3 0.1 -0.6
N -0.273755 0.710199 -1.062776 -0.7 0.3 -0.1
H 1.134560 1.387771 3.316409 0.1 -0.7 -0.3
H -1.111870 2.146159 1.425043 -0.2 -0.6 0.2
C 0.779834 2.288037 0.467098 0.7 1.7 0.7
N 1.089900 3.720622 0.440254 0.2 1.3 -0.5
H -1.039809 -3.906178 -1.322516 0.4 1.0 0.4
H 2.373995 -0.842763 2.693631 -0.6 -0.3 0.2
C -1.103687 -0.890699 -2.846204 0.6 -0.7 1.4
N -0.759351 -2.929119 -1.486806 0.3 0.2 0.2
O -0.692356 2.898908 -1.399454 0.3 0.1 0.7
```
Forces are in eV/Å.

Output
SMILES: [H]/N=C(\N)NCCC[C@H](N)C(=O)N[C@@H](CC(N)=O)C(=O)O
Spin multiplicity: 1
Net charge: 0
Kohn-Sham gap in eV: 9.34
Relative energy (zero: lowest compared OMol25 entry of this formula, charge and spin) in kcal/mol: 53.8
Highest occupied orbital energy in Ha: -0.3347
E_LUMO in eV: 0.2

[2]
This record from the OMol25 dataset describes a structure of composition C36H49BHfN9S at a distorted geometry. The level of theory is the ωB97M-V functional and the def2-TZVPD basis.

The geometry in XYZ format:
```
97
Properties=species:S:1:pos:R:3:forces:R:3
H 4.593652 1.594848 2.545297 0.0 0.0 0.0
H -0.868863 -2.521326 5.282669 0.0 0.0 0.0
C -1.532467 -1.930678 3.280045 -0.1 -0.1 -0.1
C 2.778055 -3.309414 -0.389179 0.0 0.1 0.0
C -2.718856 4.797867 -1.206929 0.1 0.0 0.0
H -3.569079 -1.477254 -3.101927 0.0 0.0 0.0
C 3.229997 -0.906969 -0.586744 0.2 0.0 0.1
C 4.701217 -2.523763 -1.781873 0.0 0.0 0.1
C -4.676952 -0.856811 -1.356928 0.1 0.0 0.0
C -0.023311 -0.138228 4.284464 0.1 -0.1 -0.2
Hf -0.032945 0.112288 -0.139911 0.0 0.3 0.3
C 0.298113 0.112473 -4.622238 -0.1 -0.1 0.3
H 1.470894 2.790541 4.406132 0.0 0.0 0.0
H -2.160287 -2.003313 1.192316 0.0 0.0 0.0
H 5.108930 -1.721287 -2.398753 0.0 0.0 0.0
N 2.571468 0.788301 0.654868 0.2 0.1 0.1
B 1.666482 1.674401 1.547706 0.0 0.0 0.0
C 2.411095 -2.177906 -2.622421 0.1 0.0 0.1
H 0.891109 0.166234 -6.670669 0.0 0.0 0.0
C 2.528465 1.711937 -4.138213 0.1 0.0 -0.1
H 2.831958 -1.483801 -3.348687 -0.1 0.1 0.0
N -1.256179 -0.589281 -2.486287 0.0 0.2 -0.8
H -2.776459 -1.035235 4.830864 0.0 0.0 0.0
H 1.906949 1.714125 -2.086108 0.1 0.0 0.0
C -2.515426 2.568983 -2.244643 0.1 0.0 0.1
H -5.642697 -1.169340 -1.731064 0.0 0.0 0.0
H 1.388697 -1.888617 -2.412046 -0.2 0.1 -0.1
C -0.470398 -2.255305 -0.838315 0.2 -1.0 0.1
H 1.492933 1.562828 5.674397 0.0 0.0 0.0
H 1.783799 -3.082094 -0.001813 0.1 -0.1 0.0
C -2.316878 -0.558518 -1.633204 -0.4 0.3 0.1
C 3.264495 -2.211546 -1.352553 -0.2 -0.1 -0.1
H 1.726920 5.809540 1.541756 0.0 0.0 0.0
H -1.876833 1.803911 -2.676058 0.0 0.0 0.0
H -0.782190 -3.055473 1.598231 0.0 0.0 0.0
H -3.474593 4.985216 -1.969632 0.0 0.0 0.0
N 0.792336 0.796731 2.465517 0.2 0.1 0.4
C 2.244799 1.276148 -5.427849 0.0 0.0 0.0
C -0.697668 3.478783 -0.641507 0.1 0.2 0.0
H -3.211499 0.608121 1.316067 0.0 0.0 0.0
C -1.732650 -2.654305 1.953163 0.1 0.1 0.1
H 3.396049 2.333205 -3.959242 0.0 0.0 0.0
S -0.785990 -3.667156 -1.288838 0.1 0.7 0.2
H -0.184809 3.628020 -3.280008 0.0 0.0 0.0
C -0.927260 4.345850 -2.922589 0.0 -0.1 0.0
H 2.373643 2.319017 2.235271 0.0 0.0 0.0
C 3.911513 0.789193 0.689262 0.0 -0.1 -0.1
C -2.874083 -1.391388 3.805430 0.0 0.0 0.0
H 0.014990 -3.305571 3.967528 0.0 0.0 0.0
H -0.572809 -0.502389 -4.791784 0.0 0.0 -0.1
C -3.337390 0.146937 0.344341 0.0 0.1 0.3
H 2.741807 -4.271013 -0.903469 0.0 0.0 0.0
C -0.965583 -2.946388 4.284938 0.0 0.0 0.0
N -0.188246 2.314359 -0.156946 0.2 -0.1 0.0
C -0.568095 -0.772126 3.173753 0.0 0.0 0.3
H 2.884668 1.562526 -6.251456 0.0 0.0 0.0
H -5.448654 -0.055531 0.503196 0.0 0.0 0.0
H 5.384287 -0.525694 -0.261349 0.0 0.0 0.0
C 1.125411 0.484862 -5.664121 0.1 0.1 0.0
C -4.572793 -0.232032 -0.103704 0.0 0.0 0.0
C 1.688796 1.745015 4.621097 0.0 0.0 -0.1
H 2.894173 4.488232 1.476291 0.0 0.0 0.0
H -3.177095 2.917914 -3.037848 0.0 0.0 0.0
C 4.355358 -0.263886 -0.092162 -0.1 0.0 -0.1
H -2.246989 5.749830 -0.968758 0.0 0.0 0.0
N -0.088391 -0.189657 2.050645 -0.1 -0.1 0.3
H -0.206427 -0.367627 5.319243 0.0 0.0 0.0
H 2.398475 -3.170975 -3.074996 0.0 0.0 0.0
C -0.036255 4.538459 -0.026017 0.0 -0.1 -0.1
C 1.857643 4.741774 1.695912 0.1 -0.1 0.1
H -3.627005 -2.180308 3.794892 0.0 0.0 0.0
H -1.615629 4.559464 -3.740978 0.0 0.0 0.0
H 3.457528 -3.400824 0.459281 0.0 0.0 0.0
H -3.138620 2.157614 -1.453892 -0.1 -0.1 0.0
H -3.238516 -0.561582 3.196860 0.0 -0.1 0.0
H 2.748537 1.571301 4.434156 0.0 0.0 0.0
N -0.209927 0.216438 -2.223533 -0.7 -0.6 -0.5
H -3.223000 4.431790 -0.310661 0.0 0.0 0.0
H 4.527387 2.776814 1.239229 0.0 0.0 0.0
C 0.908351 4.001176 0.820583 -0.1 0.0 -0.1
H 5.795920 1.550243 1.255497 0.0 0.0 0.0
C 0.840792 0.829804 3.808936 -0.2 -0.1 0.0
C -1.713964 3.759511 -1.734886 -0.1 -0.1 -0.1
H -0.203224 5.587063 -0.196724 0.0 0.0 0.0
H -0.416169 5.268924 -2.650796 0.0 0.0 0.0
H 1.671985 4.524179 2.747710 0.0 0.0 0.0
C 4.747817 1.736513 1.474915 0.0 0.1 0.1
N -2.209612 -0.029876 -0.377181 -0.2 -0.3 -0.8
N 2.121273 -0.261031 -0.132573 0.4 -0.2 -0.1
C 1.704625 1.356565 -3.089568 -0.2 -0.2 0.1
H -1.635042 -3.804072 4.356548 0.0 0.0 0.0
C -3.548334 -1.034135 -2.116384 0.1 -0.1 0.0
H -2.416362 -3.491667 2.094530 0.0 0.0 0.0
C 0.591072 0.534297 -3.319045 0.4 0.3 -0.4
H 5.358225 -2.677822 -0.925565 0.0 0.0 0.0
H 4.704377 -3.438203 -2.374348 0.0 0.0 0.0
N 0.817253 2.664711 0.729955 0.1 0.3 0.3
```
Forces are in eV/Å.

Output
Spin multiplicity: 2
Net charge: +2
Kohn-Sham gap (spin up / spin down) in eV: 6.25 / 6.29
Relative energy (zero: lowest compared OMol25 entry of this formula, charge and spin) in kcal/mol: 4.3
Highest occupied orbital energy (spin up / spin down) in Ha: -0.4694 / -0.4974
E_LUMO (spin up / spin down) in eV: -6.5 / -7.2

[3]
This record from the OMol25 dataset describes a structure of composition C17H18IN5O2STi. The level of theory is the ωB97M-V functional and the def2-TZVPD basis.

The geometry in XYZ format:
```
45
Properties=species:S:1:pos:R:3:forces:R:3
N -3.309415 -1.114385 4.894557 0.1 0.0 0.0
C -0.413673 -3.661164 -0.465835 0.0 0.0 0.0
H 2.494920 -2.611149 -2.267477 0.0 0.0 0.0
S 0.279440 -2.282695 -1.441328 0.0 0.0 0.0
H 1.534930 -3.518968 1.174125 0.0 0.0 0.0
N -0.052889 -2.171564 1.486334 0.0 -0.1 0.0
C -0.255124 2.778586 -1.861748 0.0 0.0 0.0
C -2.180515 0.483984 2.224918 0.0 0.0 0.0
C 2.742938 -1.227816 -0.654371 0.0 0.0 0.0
H 2.493690 0.157587 0.793009 0.0 0.0 0.0
C -1.420267 4.039140 -3.544672 0.0 0.0 0.0
C 0.389631 5.058601 -2.264872 0.0 0.0 0.0
H 2.297390 -3.370936 -0.701338 0.0 0.0 0.0
C -3.138604 0.739618 3.113783 0.1 0.0 0.0
H -1.217198 -4.089259 -1.062694 0.0 0.0 0.0
N 2.090949 -0.759307 0.603485 0.0 0.0 0.0
H -2.180521 4.119649 -4.308262 0.0 0.0 0.0
H 3.801490 -1.426481 -0.470057 0.0 0.0 0.0
C 2.097909 -2.463122 -1.264342 0.0 0.0 0.0
O -0.816758 0.501965 -1.321620 0.0 0.1 0.0
C -3.954257 1.904625 3.007688 0.0 0.0 0.1
H 2.689976 -0.394385 -1.357524 0.0 0.0 0.0
C 2.301429 -1.599658 1.815241 0.0 0.0 0.0
C 0.564684 3.887153 -1.571528 0.0 0.0 0.0
C -3.266764 -0.245179 4.143954 -0.1 0.0 0.0
H -1.876511 2.008376 -3.069223 0.0 0.0 0.0
Ti -0.003693 -0.333331 0.203115 0.0 0.0 -0.1
C -1.250698 2.864181 -2.855028 0.0 0.0 0.0
C 1.280455 -2.718044 1.860432 0.0 0.0 0.0
H 0.358942 -4.422928 -0.378893 0.0 0.0 0.0
N -1.311175 0.167673 1.470664 0.0 0.1 0.1
H 1.322287 3.814862 -0.803076 0.0 0.0 0.0
C -0.088243 1.577446 -1.143560 0.0 0.0 0.0
H 3.319826 -1.991871 1.844508 0.0 0.0 0.0
H 1.009266 5.917753 -2.051446 0.0 0.0 0.0
H 2.178475 -0.943514 2.678234 0.0 0.0 0.0
N -4.613040 2.840763 2.920319 0.0 0.0 -0.1
H -0.504938 -1.858414 2.343369 0.0 0.0 0.0
I -0.859822 6.896725 -4.287672 0.0 0.0 0.0
C -0.602145 5.138039 -3.251790 0.0 0.0 0.0
O 0.802932 1.390214 -0.202742 0.0 0.0 0.0
H -1.095345 -4.032831 1.546821 0.0 0.0 0.0
H -1.929572 -2.708484 0.743770 0.0 0.0 0.0
C -0.954791 -3.181951 0.875766 0.0 0.0 0.0
H 1.244402 -3.159502 2.857007 0.0 0.0 0.0
```
Forces are in eV/Å.

Output
Spin multiplicity: 1
Net charge: +2
Kohn-Sham gap in eV: 5.66
Relative energy (zero: lowest compared OMol25 entry of this formula, charge and spin) in kcal/mol: 0.0
Highest occupied orbital energy in Ha: -0.5147
E_LUMO in eV: -8.3

[4]
This record from the OMol25 dataset describes the ion C5H10N3 with charge +1 at a distorted geometry. The level of theory is the ωB97M-V functional and the def2-TZVPD basis.

The geometry in XYZ format:
```
18
Properties=species:S:1:pos:R:3:forces:R:3
H 0.676350 0.764353 -1.191788 -0.5 0.6 -0.7
N 2.040883 0.215752 0.252352 0.3 -0.8 0.8
C -2.974320 0.891006 0.281073 -1.7 -3.9 -1.4
H -3.489549 1.011516 -0.725300 0.1 -0.2 0.6
N -1.208718 -0.757717 -0.162768 -3.7 0.0 -0.6
H -2.954960 1.890472 0.530847 0.2 2.1 1.1
C -1.637974 0.507002 -0.277430 -0.8 1.7 1.6
H -0.461808 -2.874224 0.427457 0.6 0.1 -0.2
H 3.301956 1.682736 0.952022 0.4 0.3 1.4
C 0.074899 -1.009510 -0.150010 1.2 -3.6 0.6
H -3.770099 0.224476 0.983164 2.6 1.4 -1.8
H -1.918054 -1.521250 -0.135424 0.7 0.2 0.5
N 0.339395 -2.324497 0.105294 1.6 1.5 0.7
C 0.982759 0.108880 -0.413978 1.5 -0.1 0.2
H 3.937965 0.627196 -0.310861 -0.5 0.9 0.0
H 1.292591 -2.688240 0.404875 -1.6 1.0 -0.8
C 3.066119 1.232292 0.032983 -0.8 -1.6 -0.9
H 2.702563 2.019758 -0.602500 0.3 0.2 -0.9
```
Forces are in eV/Å.

Output
Spin multiplicity: 1
Net charge: +1
Kohn-Sham gap in eV: 7.91
Relative energy (zero: lowest compared OMol25 entry of this formula, charge and spin) in kcal/mol: 115.6
Highest occupied orbital energy in Ha: -0.4773
E_LUMO in eV: -5.1

[5]
This record from the OMol25 dataset describes the molecule C3H7NO2S at a distorted geometry. The level of theory is the ωB97M-V functional and the def2-TZVPD basis.

The geometry in XYZ format:
```
14
Properties=species:S:1:pos:R:3:forces:R:3
H 0.979721 0.185797 1.690869 0.4 0.5 -1.0
O -2.246213 -0.686215 -0.867865 1.7 0.3 0.1
H 1.551204 3.406481 0.378683 0.6 -2.0 0.3
C -1.250951 -1.289261 -0.510399 -0.7 -1.3 -0.1
H -0.624030 1.007412 -0.663247 0.8 -0.7 -0.4
O -1.365483 -2.599441 -0.116161 1.0 -0.8 0.5
S 2.169086 2.119296 0.537619 -1.1 1.5 1.1
C 0.689670 0.966652 0.945658 2.2 1.2 -0.7
H -1.849031 -3.217751 -0.676507 -0.4 0.8 -0.1
H 0.666340 -1.626279 -0.005931 0.9 -0.5 0.4
H 1.008426 0.721184 -1.322717 0.3 -0.1 0.7
C 0.356596 0.498224 -0.472475 -1.9 -0.8 1.1
N 0.069639 -0.920884 -0.341999 -3.6 1.1 -1.8
H -0.154976 1.434785 1.424473 -0.1 0.6 -0.1
```
Forces are in eV/Å.

Output
SMILES: O=C(O)NCCS
Spin multiplicity: 1
Net charge: 0
Kohn-Sham gap in eV: 9.82
Relative energy (zero: lowest compared OMol25 entry of this formula, charge and spin) in kcal/mol: 29.9
Highest occupied orbital energy in Ha: -0.3368
E_LUMO in eV: 0.7

[6]
This record from the OMol25 dataset describes a structure of composition C16H32NO2P2SiY at a distorted geometry. The level of theory is the ωB97M-V functional and the def2-TZVPD basis.

The geometry in XYZ format:
```
55
Properties=species:S:1:pos:R:3:forces:R:3
C 1.467628 1.097228 4.629221 -0.2 0.0 -0.1
H 5.003050 -1.552152 0.423780 -0.4 0.6 0.1
H -1.456023 2.119265 3.362525 -0.2 -0.2 0.2
C -1.544929 1.125965 3.826337 0.1 -0.1 0.0
C -1.211291 -2.073193 -3.366685 -1.3 0.2 0.0
H 4.603946 0.171209 -0.004816 -0.3 -0.6 0.3
C -0.053426 -2.649709 -3.874744 0.5 0.7 0.1
H 1.516386 2.151466 4.320374 0.0 -0.2 0.2
H 0.801827 -2.139942 4.053808 -0.4 0.2 0.2
H -3.182755 3.176302 -2.146363 -0.1 0.5 -0.2
C -4.254194 1.106592 -0.131065 0.0 0.3 0.6
C 1.527867 -0.563286 1.157589 -0.7 0.8 0.5
C 2.447049 -3.056239 0.129876 -0.1 0.1 0.9
Si 0.058511 0.200660 3.795376 1.1 -0.8 -0.9
H -2.276053 2.225114 -3.313049 -0.1 0.1 -0.1
C -1.247436 -1.087985 -2.392325 -0.5 -0.5 -0.7
H 1.337247 1.683282 -2.646168 2.1 0.6 1.1
H -3.971037 1.895563 0.590816 -0.3 -0.2 -0.3
H 2.880987 1.842005 -2.019427 -1.6 -0.1 -0.2
H 2.431134 0.615201 4.400637 -0.3 0.1 0.2
P -2.920637 1.050947 -1.377080 -0.1 -1.8 0.6
H -2.157009 -2.387895 -3.772310 -0.2 -0.1 -0.1
C 1.117014 -2.169594 -3.357991 -0.2 -0.3 -0.1
H 0.740358 4.789521 -0.555006 -0.3 0.1 -0.1
C -0.080132 -1.564011 4.378477 -0.2 0.3 0.1
H -3.099056 -1.374499 -1.270963 0.1 0.7 -0.6
H 3.433853 -3.471713 -0.109076 -0.4 -0.3 0.2
H 2.068496 -3.271305 1.132270 0.2 -0.9 -0.2
P 2.628933 -1.279759 0.098462 0.3 -0.7 -2.2
H -1.550873 0.823938 -0.664445 -1.1 1.0 0.2
C 0.735974 -0.086276 2.022198 -0.9 1.0 0.2
H -0.051040 -3.421191 -4.637760 -0.2 0.1 0.1
H -5.253300 1.344544 -0.531334 0.5 0.0 -0.2
C -2.709129 -0.637146 -2.018114 0.2 -0.4 -0.5
H -4.067663 2.169453 -3.330115 0.1 -0.4 0.4
N -0.102923 -0.637641 -1.808911 0.7 -1.2 -0.5
H -4.376833 0.178593 0.455264 0.4 0.2 -0.5
H 0.040713 5.251098 -1.819620 -0.2 -0.4 0.3
H 2.071151 -2.569531 -3.707382 -0.2 0.2 0.4
H -0.998296 -2.009157 3.967738 0.3 -0.1 0.3
C 4.276334 -0.725876 0.564642 0.5 0.1 0.3
H 1.737277 -3.284270 -0.683561 0.3 -0.2 0.7
H -3.339869 -0.661453 -2.940611 0.5 -0.5 0.7
H 3.178904 -0.729395 -2.207261 -0.2 -0.5 0.1
H -1.765338 1.230532 4.898699 -0.3 0.2 -0.3
H -2.336288 0.532753 3.346339 0.1 0.3 0.2
C 2.328158 -1.070916 -1.604401 0.5 2.6 0.5
O 1.911624 2.011512 -1.875138 -0.5 -0.2 -1.2
Y 0.471303 1.087683 -0.170974 1.3 -1.1 0.1
O -0.046697 4.606055 -1.093181 0.5 0.1 -0.1
H 4.207208 -0.467900 1.641631 0.3 -0.2 -0.6
H -0.131434 -1.522853 5.473661 -0.1 -0.4 -0.1
C -3.176356 2.239987 -2.695684 0.6 0.3 0.2
C 1.075124 -1.290442 -2.251012 0.1 0.7 0.0
H 1.261983 1.028871 5.706853 0.3 0.2 -0.2
```
Forces are in eV/Å.

Output
Spin multiplicity: 1
Net charge: +2
Kohn-Sham gap (spin up / spin down) in eV: 4.61 / 4.40
Relative energy (zero: lowest compared OMol25 entry of this formula, charge and spin) in kcal/mol: 78.0
Highest occupied orbital energy (spin up / spin down) in Ha: -0.4054 / -0.4050
E_LUMO (spin up / spin down) in eV: -6.4 / -6.6